Entry 1:
ORCA calculation (ωB97M-V with the def2-TZVPD basis set) on a 2-piece molecular cluster, C4H8O4S overall at a distorted geometry.

Structure (XYZ):
```
17
Properties=species:S:1:pos:R:3:nbo_charge:R:1
C -2.343 -0.376 1.017 -0.8279
S -0.966 -0.561 -0.194 1.9372
O -1.486 -1.185 -1.380 -0.9136
O -0.159 -1.629 0.664 -0.9041
C 0.344 0.596 -0.598 -0.2805
C -0.094 1.994 -0.469 -0.1516
O 0.607 1.352 0.557 -0.5201
H -2.730 -1.366 1.205 0.2586
H -1.919 0.065 1.909 0.2452
H -3.094 0.262 0.568 0.2383
H 0.816 -1.557 0.562 0.5396
H 0.463 2.753 -1.010 0.1865
H -1.123 2.257 -0.243 0.1684
C 2.919 -0.643 -0.654 0.3219
O 2.547 -1.208 0.340 -0.5586
H 3.849 -0.053 -0.672 0.1164
H 2.368 -0.701 -1.603 0.1443
```

energy: -856.1743 a.u.
maximum force: 1.4 eV/A
gap between HOMO and LUMO: 8.9 eV
net charge: 0
SMILES: C[S@](=O)(O)=C1CO1.C=O
energy above the lowest of the compared OMol25 structures with the same formula, charge and spin: 100.9 kcal/mol
lowest unoccupied orbital energy: 0.51 eV
spin multiplicity: 1



Entry 2:
ORCA calculation (ωB97M-V with the def2-TZVPD basis set) on a 6-piece molecular cluster, C65H56Br2ClFINO24 overall at a distorted geometry.

Structure (XYZ):
```
151
Properties=species:S:1:pos:R:3:mulliken_charge:R:1
C 7.044 4.871 0.614 -0.4272
O 8.129 5.428 -0.131 -0.4465
C 8.639 4.478 -1.096 -0.1372
C 9.460 3.330 -0.377 -0.6927
C 9.145 1.874 -0.915 -0.9464
C 7.608 1.494 -0.875 0.5653
C 7.363 -0.009 -0.405 -1.1297
C 6.102 -0.671 -1.108 0.8629
C 5.104 -1.360 -0.102 -1.0749
C 3.653 -1.563 -0.735 -0.1680
C 2.929 -0.158 -0.634 -0.6736
C 1.674 -0.019 -1.546 -0.4278
C 0.324 0.036 -1.011 -0.1835
C -0.807 0.215 -1.964 0.1718
C -0.637 0.296 -3.407 0.8822
C -1.894 0.446 -4.329 -1.3583
C 0.729 0.229 -3.942 -0.1370
Br 1.031 0.320 -5.885 -0.1630
C 1.859 0.096 -3.013 0.4173
C 3.268 0.081 -3.626 0.5324
C 3.925 -1.116 -4.153 -0.3480
C 5.261 -1.021 -4.683 -0.5234
N 6.086 0.059 -4.834 -0.6267
C 5.413 1.154 -4.369 -0.5433
C 4.109 1.270 -3.770 -0.2691
C -2.222 0.319 -1.322 -0.3362
O -3.236 -0.149 -1.774 -0.5095
C -2.269 1.093 0.050 0.1983
C -3.369 1.997 0.373 0.6278
F -4.326 2.168 -0.586 -0.4656
C -3.458 2.720 1.634 0.8452
C -4.568 3.730 2.038 -1.2664
C -6.022 3.377 1.538 0.0232
C -6.402 4.105 0.167 -1.0924
Cl -6.394 1.595 1.519 -0.1626
C -2.353 2.486 2.595 0.1343
Br -2.269 3.400 4.331 -0.1809
C -1.232 1.576 2.304 0.4841
C -0.108 1.356 3.377 -1.6923
C 0.847 2.621 3.280 0.2829
O 1.091 3.058 2.200 -0.4140
I 1.585 3.458 5.129 0.0288
C -1.180 0.881 0.992 0.4253
C -0.014 -0.083 0.508 -0.0290
O 0.594 -0.903 1.209 -0.6478
H 7.408 4.098 1.354 0.2594
H 6.492 5.631 1.215 0.2481
H 6.337 4.364 -0.102 0.0709
H 9.293 5.078 -1.778 0.4041
H 7.792 4.060 -1.716 0.0803
H 10.548 3.534 -0.605 0.2848
H 9.358 3.439 0.732 0.3912
H 9.763 1.166 -0.293 0.3934
H 9.587 1.823 -1.952 0.2742
H 7.210 1.652 -1.914 0.0162
H 7.121 2.222 -0.169 0.0211
H 8.304 -0.565 -0.658 0.3687
H 7.265 0.011 0.717 0.2878
H 5.636 0.109 -1.760 -0.7034
H 6.511 -1.499 -1.757 0.2988
H 5.472 -2.387 0.159 0.3649
H 4.972 -0.708 0.810 0.3980
H 3.708 -1.963 -1.777 0.1602
H 3.031 -2.275 -0.127 0.3691
H 2.651 0.102 0.419 0.7080
H 3.647 0.652 -0.964 0.2294
H -1.652 0.403 -5.412 0.3363
H -2.416 1.382 -4.005 0.3041
H -2.600 -0.398 -4.088 0.3054
H 3.394 -2.095 -4.142 0.4763
H 5.712 -1.989 -5.035 0.3584
H 5.985 2.117 -4.478 0.4623
H 3.739 2.261 -3.419 0.4363
H -4.238 4.737 1.646 0.3526
H -4.641 3.872 3.152 0.4221
H -6.727 3.822 2.296 0.4228
H -5.429 4.452 -0.288 0.2693
H -6.872 3.412 -0.568 0.2951
H -6.991 5.044 0.347 0.3067
H 0.439 0.389 3.232 0.4507
H -0.533 1.309 4.419 0.6490
O -2.023 -4.760 -10.810 -0.6075
C -1.979 -3.857 -9.995 0.9322
C -0.856 -2.925 -9.910 -0.8520
C -0.844 -1.959 -8.986 0.3484
O 0.184 -1.090 -8.897 -0.5640
C -1.966 -1.798 -8.014 0.9287
O -1.910 -0.916 -7.178 -0.4597
C -3.101 -2.715 -8.114 -1.0369
C -3.113 -3.679 -9.039 0.3945
O -4.147 -4.533 -9.153 -0.5671
H -0.050 -3.054 -10.619 0.4336
H -0.023 -0.486 -8.155 0.1443
H -3.914 -2.576 -7.415 0.4438
H -3.913 -5.130 -9.890 0.3493
O 1.681 10.086 -2.077 -0.6105
C 2.430 9.257 -1.593 0.9522
C 3.221 8.337 -2.408 -0.8905
C 4.016 7.432 -1.829 0.2845
O 4.757 6.575 -2.557 -0.5679
C 4.124 7.324 -0.343 0.8786
O 4.847 6.472 0.140 -0.4099
C 3.352 8.260 0.472 -1.0389
C 2.559 9.167 -0.106 0.4064
O 1.839 10.041 0.622 -0.5703
H 3.133 8.423 -3.482 0.4355
H 5.240 6.029 -1.907 0.2669
H 3.452 8.183 1.546 0.4551
H 1.352 10.584 -0.028 0.3486
O -5.410 -2.764 3.524 -0.6135
C -4.571 -3.173 2.742 1.0084
C -4.724 -4.424 2.001 -1.1055
C -3.767 -4.837 1.166 0.4727
O -3.887 -5.986 0.469 -0.5690
C -2.515 -4.048 0.963 0.8701
O -1.660 -4.470 0.205 -0.6758
C -2.375 -2.786 1.689 -0.6404
C -3.330 -2.376 2.515 -0.0307
O -3.206 -1.214 3.180 -0.4246
H -5.633 -4.986 2.158 0.4065
H -3.067 -6.059 -0.057 0.3332
H -1.482 -2.202 1.527 0.6850
H -4.024 -1.133 3.708 0.2772
O -4.687 -6.907 3.584 -0.5985
C -3.759 -7.595 3.968 0.9535
C -3.181 -7.459 5.304 -1.1174
C -2.151 -8.226 5.678 0.4287
O -1.604 -8.121 6.903 -0.5722
C -1.555 -9.238 4.755 0.9422
O -0.607 -9.902 5.131 -0.6114
C -2.148 -9.391 3.428 -0.8087
C -3.180 -8.627 3.053 0.3907
O -3.742 -8.752 1.837 -0.6034
H -3.619 -6.722 5.962 0.4826
H -0.881 -8.778 6.923 0.3475
H -1.719 -10.139 2.775 0.4278
H -4.460 -8.089 1.810 0.3321
O -9.528 -2.950 5.870 -0.6155
C -8.767 -2.393 6.638 0.9242
C -7.313 -2.457 6.495 -0.8807
C -6.517 -1.841 7.374 0.3345
O -5.174 -1.884 7.262 -0.5323
C -7.075 -1.073 8.527 0.9150
O -6.313 -0.542 9.315 -0.6249
C -8.529 -0.988 8.657 -0.9717
C -9.325 -1.601 7.776 0.4087
O -10.666 -1.536 7.873 -0.5616
H -6.920 -3.018 5.657 0.4940
H -4.833 -1.366 8.016 0.3499
H -8.920 -0.414 9.486 0.4115
H -11.008 -2.059 7.123 0.3529
```

energy: -10376.6107 a.u.
maximum force: 4.1 eV/A
gap between HOMO and LUMO: 7.8 eV
net charge: 0
SMILES: COCCCCCCCCCc1c2c(c(C)c(Br)c1-c1ccncc1)C(=O)c1c(F)c(C[C@@H](C)Cl)c(Br)c(CC(=O)I)c1C2=O.O=C1C=C(O)C(=O)C=C1O.O=C1C=C(O)C(=O)C=C1O.O=C1C=C(O)C(=O)C=C1O.O=C1C=C(O)C(=O)C=C1O.O=C1C=C(O)C(=O)C=C1O
lowest unoccupied orbital energy: -1.61 eV
spin multiplicity: 1



Entry 3:
ORCA calculation (ωB97M-V with the def2-TZVPD basis set) on C3H14N2O2S as an isolated structure at a distorted geometry.

Structure (XYZ):
```
22
Properties=species:S:1:pos:R:3:nbo_charge:R:1
N -0.165 1.348 -0.536 -0.8198
C -0.498 0.121 -1.211 -0.0584
C -1.887 0.180 -1.990 -0.5484
S -2.227 1.805 -2.787 -0.0339
C -0.543 -1.066 -0.223 -0.2276
N 0.868 -1.278 0.197 -0.8560
H -0.360 2.068 -1.239 0.3711
H -2.462 2.207 -1.049 0.1208
H -0.940 1.581 0.107 0.3341
H 0.319 -0.115 -1.911 0.1821
H -1.887 -0.675 -2.677 0.2254
H -2.649 -0.006 -1.234 0.2033
H -0.893 -1.987 -0.681 0.1840
H -1.087 -0.655 0.636 0.1893
H 1.402 -1.521 -0.633 0.3471
H 0.988 -1.996 0.910 0.3890
H 1.861 1.099 1.001 0.4960
H 2.553 1.973 1.884 0.4590
O 2.562 1.027 1.670 -0.9554
H 1.768 -1.689 3.974 0.4692
H 1.700 -0.752 2.755 0.5006
O 1.578 -1.669 3.035 -0.9714
```

energy: -780.7989 a.u.
maximum force: 4.6 eV/A
gap between HOMO and LUMO: 8.5 eV
net charge: 0
energy above the lowest of the compared OMol25 structures with the same formula, charge and spin: 40.6 kcal/mol
lowest unoccupied orbital energy: -0.61 eV
spin multiplicity: 1



Entry 4:
ORCA calculation (ωB97M-V with the def2-TZVPD basis set) on an isolated ion of composition C6H16N and charge +1 at a distorted geometry.

Structure (XYZ):
```
23
Properties=species:S:1:pos:R:3:nbo_charge:R:1
C 0.896 -1.386 1.379 -0.6441
C -0.486 -1.271 0.763 -0.1885
C -1.430 -0.387 1.588 -0.6317
C -0.372 -0.777 -0.756 -0.4634
C 0.299 0.583 -0.742 -0.0054
C 1.682 0.962 -1.324 -0.6351
N -0.713 1.679 -1.311 -0.6915
H 1.357 -0.502 1.836 0.2108
H 0.868 -2.009 2.281 0.2440
H 1.584 -1.742 0.612 0.2160
H -0.946 -2.256 0.703 0.2245
H -1.497 -0.850 2.566 0.2448
H -2.402 -0.230 1.121 0.2089
H -1.007 0.590 1.862 0.1931
H -1.434 -0.695 -0.998 0.2124
H -0.053 -1.644 -1.327 0.2580
H 0.377 0.935 0.279 0.2150
H 2.416 0.678 -0.576 0.2599
H 1.769 2.043 -1.462 0.2194
H 1.787 0.512 -2.311 0.2327
H -0.651 2.492 -0.702 0.4364
H -1.672 1.360 -1.244 0.4422
H -0.370 1.915 -2.237 0.4416
```

energy: -292.6936 a.u.
maximum force: 2.5 eV/A
gap between HOMO and LUMO: 11.4 eV
net charge: +1
SMILES: CC(C)C[C@@H](C)[NH3+]
energy above the lowest of the compared OMol25 structures with the same formula, charge and spin: 19.2 kcal/mol
lowest unoccupied orbital energy: -3.44 eV
spin multiplicity: 1